Version A
Molecular formula: C4H11ClN3
Method: DFT, ωB97M-V with the def2-TZVPD basis set

Geometry as ORCA input:
```
! RIJCOSX wB97M-V def2-TZVPD def2/J DEFGRID3
* xyz 1 1
C -0.34794 -1.52637 0.42508
C -1.30177 0.80912 0.63400
C -2.68159 0.81340 0.73702
C 1.69360 -0.24408 0.58384
N 2.53430 0.53699 -0.06039
N 0.81092 -1.04558 -0.08368
N -0.23883 1.36261 0.68187
Cl 0.47193 -1.45917 -3.71437
H -1.04787 -2.11845 -0.34663
H -3.12792 1.25729 1.64167
H -3.16214 1.37715 -0.10382
H -3.03577 -0.23154 0.63813
H 1.93563 -0.28905 1.59435
H 2.35201 0.83524 -1.04636
H 3.27218 0.91470 0.55612
H 0.96659 -1.12570 -1.14736
H -0.41613 -1.69738 1.54345
H 1.19042 -0.39260 -3.58375
H 0.13241 2.22340 1.05082
*
```

Results
- Molar mass: 136.6 g/mol
- LUMO level (spin up / spin down): -3.28 / -3.28 eV
- HOMO (spin up / spin down): -10.92 / -10.91 eV

Version B
Molecular formula: C4H11ClN3
Method: DFT, ωB97M-V with the def2-TZVPD basis set

Geometry as ORCA input:
```
! RIJCOSX wB97M-V def2-TZVPD def2/J DEFGRID3
* xyz 1 1
C -1.31198 1.93209 -1.09939
C -0.71776 1.09177 0.00202
C -0.41301 -0.34259 -0.54942
C 1.12201 -0.76274 -0.13334
N 2.27354 -0.75323 1.99932
N 1.63881 -0.05855 1.16575
N -1.30378 -1.40013 -0.10182
Cl 1.33898 -2.54102 0.04586
H -2.29040 1.68249 -1.38979
H -0.55817 1.78686 -1.83696
H -1.48930 2.92285 -0.80644
H 0.16622 1.33382 0.54354
H -1.30467 0.85918 0.77642
H -0.37986 -0.17266 -1.70360
H 1.86871 -0.38675 -0.81446
H 2.81701 -0.24410 2.64868
H -2.11238 -0.95204 0.31018
H 2.30523 -1.85586 1.67036
H -1.64920 -2.13941 -0.72690
*
```

Results
- Molar mass: 136.6 g/mol
- LUMO level: -6.13 eV
- SMILES string: CC[C@H](N)[C@H](Cl)N=[NH2+]
- HOMO: -13.50 eV

Tell me which of them is the most stable. Sure, it is version A.

Version A
Molecular formula: H3NOP
Method: DFT, ωB97M-V with the def2-TZVPD basis set

Geometry as ORCA input:
```
! RIJCOSX wB97M-V def2-TZVPD def2/J DEFGRID3
* xyz -1 1
N -0.45051 1.41375 0.37703
O -0.19530 0.32695 -0.52329
P 1.00542 -0.59598 0.03136
H -1.17354 1.97295 -0.18993
H 0.38752 -1.50887 -0.77820
H 0.42639 -1.60880 1.08303
*
```

Results
- Molar mass: 64.0 g/mol
- LUMO level: 4.90 eV
- SMILES string: [NH-]OP
- HOMO: -0.98 eV

Version B
Molecular formula: H3NOP
Method: DFT, ωB97M-V with the def2-TZVPD basis set

Geometry as ORCA input:
```
! RIJCOSX wB97M-V def2-TZVPD def2/J DEFGRID3
* xyz -1 1
N -1.14082 -0.14110 0.67039
O -1.61663 0.41170 1.64865
P 0.54667 0.46140 0.36369
H -0.67416 -1.50349 1.18207
H -0.01771 1.78621 -0.12008
H 0.67252 -0.11056 -0.89016
*
```

Results
- Molar mass: 64.0 g/mol
- LUMO level: 5.22 eV
- HOMO: -1.63 eV

Tell me which of them is the most stable. Sure, it is version A.

Version A
Molecular formula: H41O20
Method: DFT, ωB97M-V with the def2-TZVPD basis set

Geometry as ORCA input:
```
! RIJCOSX wB97M-V def2-TZVPD def2/J DEFGRID3
* xyz 1 1
O 1.72839 -3.09319 -2.11877
H -1.89811 -0.99455 5.81452
O -1.32933 1.00347 3.19338
H -0.86042 0.29756 2.64734
H -0.18225 1.41438 3.57713
O -3.76557 -1.19431 -3.95268
H -4.56470 -1.67099 -3.71033
H -3.03712 -1.58342 -3.46415
O -1.18270 0.51523 -1.28106
H -1.16717 1.00870 -2.10943
H -3.97345 0.63020 3.33783
O 3.92102 2.73666 1.35866
H 1.16413 2.63792 -0.35129
H -1.98549 -0.01512 -1.35208
O 1.16747 2.82743 0.67284
H -0.77392 -1.72142 1.88845
H 2.11463 2.96910 0.84756
O 0.29787 -3.19418 -4.55827
H -0.76667 -1.17917 4.79045
H -0.03325 -2.68592 2.76171
O 2.00344 1.52444 -1.21508
H 1.98633 1.98378 -2.07304
H 2.86120 1.81120 -0.82837
O -5.36588 2.47705 1.07900
H -4.94780 3.32278 1.18495
H 4.55279 3.35524 0.95213
O 4.16471 -1.93641 -1.57457
H 3.28777 -1.80934 -1.19009
H 3.93277 -2.34389 -2.41619
O -0.30280 0.25268 0.95258
H 0.64262 0.07220 1.12727
H -0.62989 -3.43584 -4.65045
O 0.26003 1.47997 -3.93399
H -0.58530 1.57847 -4.39989
H 0.75680 0.99131 -4.59755
O -1.43820 4.06239 1.41993
H -0.62183 3.66356 1.77053
H -1.64252 4.54067 2.23845
O 2.10440 -3.67889 0.65357
H -1.47752 0.46225 3.99668
H 1.98430 -4.60564 0.89675
O -0.94472 -1.11471 5.73718
H -0.18067 0.78535 0.10806
H 1.93977 -3.92223 -1.69030
O -4.38041 -0.22936 3.45430
H 3.38230 0.96771 -4.51400
H -4.31019 -0.81687 2.70210
O 2.65034 0.33666 -4.54773
H 3.14034 -0.41707 -4.17269
H 2.96633 -3.71286 0.20170
O -0.36675 -1.77870 2.76596
H 0.98239 -3.05090 -2.73483
H 0.38384 -2.24475 -4.69746
O 0.64195 2.29583 3.13183
H 0.57573 2.17979 2.10927
H 1.55497 2.46259 3.38225
O -1.20133 -2.99866 -0.17073
H -0.56790 -3.68307 -0.42249
H -0.88628 -2.25762 -0.70948
H 3.81981 2.84456 2.30799
H -5.59825 1.87797 0.37462
*
```

Results
- Molar mass: 361.3 g/mol
- LUMO level: -2.98 eV
- HOMO: -13.16 eV

Version B
Molecular formula: H41O20
Method: DFT, ωB97M-V with the def2-TZVPD basis set

Geometry as ORCA input:
```
! RIJCOSX wB97M-V def2-TZVPD def2/J DEFGRID3
* xyz 1 1
O 1.77296 3.05225 -1.92554
H 2.64010 3.42861 -1.70698
O -0.20657 0.35319 -0.95556
H -0.81655 -0.18824 -0.41960
H -0.83732 0.89076 -1.50573
O 2.17173 -0.47872 -4.24842
H 1.52591 -0.25333 -3.57844
H 3.04890 -0.53610 -3.86154
O 3.25008 0.71131 -2.19621
H 2.46101 1.26774 -2.11570
H 3.62088 0.42137 -1.35582
O -1.58558 1.17178 1.98202
H -0.40259 -2.20662 4.04241
H -1.44067 0.42911 1.37932
O -0.21982 -1.30053 3.74594
H 0.93848 -1.42606 2.71408
H -1.04917 -0.84730 3.50274
O 1.85790 -1.03161 2.35191
H 2.12409 -0.10632 2.76095
H 1.70261 -0.78365 1.30090
O -2.60145 -2.81740 -0.94468
H -3.00876 -2.59687 -0.09531
H -3.17938 -3.30642 -1.53712
O -0.69506 -2.34999 1.17932
H -1.51684 -2.82780 1.18692
H -1.77363 1.82294 1.29080
O 2.36032 -3.50685 -3.59434
H 1.48029 -3.87457 -3.77329
H 2.24157 -2.57604 -3.83961
O -1.71801 1.81107 -2.58381
H -1.38580 1.88905 -3.48526
H -1.54043 2.68740 -2.19470
O -3.02681 0.04703 -0.16978
H -3.28339 0.55916 -0.95443
H -2.89684 -0.83669 -0.58446
O 1.74833 1.32002 3.16130
H 2.37075 1.53544 3.87192
H 0.86157 1.47638 3.59797
O 1.92364 1.98233 -5.21511
H 1.23076 1.78741 -5.85316
H 2.49216 1.17019 -5.23323
O 2.79004 -2.18366 -1.13190
H 2.69118 -2.74947 -1.92016
H 3.74481 -2.28567 -0.99426
O -2.82602 -0.72582 3.79742
H -3.06132 -1.05431 4.68016
H -2.93621 0.23016 3.71226
O -3.23693 -2.55719 1.67932
H -3.83379 -3.18664 2.08373
H -3.18680 -1.63657 1.97119
O 1.97439 0.01303 0.15543
H 1.20479 0.55798 -0.21497
H 2.25833 -0.70553 -0.45289
O -0.46181 2.18354 4.25853
H -0.90800 1.61036 4.89441
H -0.78509 1.83494 3.40146
O -2.91862 4.27504 0.73264
H -2.09863 4.78054 0.74440
H -3.58934 4.97848 0.87520
H 1.86307 3.30206 -2.86751
H 0.05795 -2.62666 0.66198
*
```

Results
- Molar mass: 361.3 g/mol
- LUMO level: -2.43 eV
- HOMO: -13.05 eV

Version C
Molecular formula: H41O20
Method: DFT, ωB97M-V with the def2-TZVPD basis set

Geometry as ORCA input:
```
! RIJCOSX wB97M-V def2-TZVPD def2/J DEFGRID3
* xyz 1 1
O -3.21325 -3.43232 0.58931
H -2.90209 -4.17266 0.13529
O 2.19139 2.05050 -0.29751
H 1.96950 2.29284 0.59364
H 1.40239 1.67857 -0.63962
O -1.29506 3.72642 3.07109
H -0.61112 4.32318 2.65900
H -1.38181 3.87303 4.00681
O 3.61702 0.91546 -3.70712
H 3.79807 1.59494 -4.33654
H 2.76038 1.16040 -3.36222
O 3.34868 1.23500 2.01133
H 0.40549 -1.78744 3.02143
H 3.13994 0.47699 1.42924
O 0.20353 -2.11701 2.07184
H 2.30200 -2.92324 -3.37953
H 0.02827 -3.02292 2.48169
O 1.55575 -2.26562 -3.58506
H 2.05991 -1.79966 -4.20290
H 0.83994 2.59802 -4.25274
O -2.02217 0.41817 -2.22571
H -1.09750 0.15899 -2.13824
H -2.31303 1.15858 -2.85069
O -2.39562 -0.58215 0.15866
H -2.70857 0.29108 0.68511
H 3.94076 1.79453 1.49442
O -4.29308 -0.86222 -2.80988
H -3.41263 -0.64232 -2.26155
H -4.01083 -1.71671 -3.29199
O -0.52895 1.64265 1.61007
H -1.48569 1.55828 1.59767
H -0.12281 2.37180 1.97983
O 2.65119 -1.90846 0.86402
H 3.23207 -1.47170 1.47147
H 1.92260 -2.18339 1.45819
O 3.73610 -1.34192 -2.49658
H 3.05886 -0.83540 -1.97336
H 4.28210 -0.86116 -3.08332
O -1.54576 2.86961 -0.62263
H -0.82322 2.38415 -1.14382
H -1.12317 3.00040 0.29862
O 0.20753 -0.46482 0.18445
H 0.55289 0.12314 0.93538
H 0.60297 -1.41884 0.46963
O -3.09620 1.72746 1.09589
H -2.77512 2.27159 0.19003
H -2.96436 2.51518 1.68998
O -1.03897 -3.24117 3.85398
H -1.39024 -2.59432 4.42707
H -1.20606 -4.20981 4.00444
O 0.44114 2.54508 -3.38652
H -1.46565 -0.90511 0.44464
H -0.42678 2.86045 -3.34129
O 0.70959 -1.60261 5.16111
H 0.50961 -2.47095 5.55775
H 0.34111 -1.09234 5.89042
O 0.50149 0.17387 -2.63307
H 0.40378 -0.72677 -2.83250
H 0.17032 0.62117 -3.45357
H -2.81224 -3.39312 1.52663
H -2.42435 -0.36536 -0.81222
*
```

Results
- Molar mass: 361.3 g/mol
- LUMO level: -2.81 eV
- HOMO: -12.23 eV

Tell me which of them is the most stable. Sure, it is version B.

Version A
Molecular formula: C2H7NO
Method: DFT, ωB97M-V with the def2-TZVPD basis set

Geometry as ORCA input:
```
! RIJCOSX wB97M-V def2-TZVPD def2/J DEFGRID3
* xyz 0 1
C 0.51651 -1.61459 0.09017
C 1.16572 0.51357 0.85436
N 0.45867 -0.16976 0.05193
H 0.31318 -1.92009 1.11806
H 1.48234 -2.05696 -0.17486
H -0.29688 -2.12085 -0.51825
H 1.04418 1.57535 0.77961
H 1.83961 0.19245 1.57602
H -1.19739 0.52792 -1.22125
H -1.74540 1.13685 0.01906
O -1.84296 1.30746 -0.95113
*
```

Results
- Molar mass: 61.1 g/mol
- LUMO level: 0.88 eV
- SMILES string: C=NC.O
- HOMO: -10.06 eV

Version B
Molecular formula: C2H7NO
Method: DFT, ωB97M-V with the def2-TZVPD basis set

Geometry as ORCA input:
```
! RIJCOSX wB97M-V def2-TZVPD def2/J DEFGRID3
* xyz 0 1
C 0.52039 -0.02236 -1.46744
N 0.23270 0.81692 -0.31952
C -0.08362 0.27999 0.97392
O -0.61983 -1.01106 0.95925
H 0.61115 -1.09224 -1.28438
H 1.47892 0.27684 -1.89548
H -0.25358 -0.00169 -2.24338
H -0.10234 1.68688 -0.64343
H 0.79723 0.29243 1.61896
H -0.82964 0.92987 1.45745
H -1.05019 -1.23998 0.12970
*
```

Results
- Molar mass: 61.1 g/mol
- LUMO level: 0.94 eV
- SMILES string: CNCO
- HOMO: -8.54 eV

Tell me which of them is the most stable. Sure, it is version B.

Version A
Molecular formula: C4H8Cl
Method: DFT, ωB97M-V with the def2-TZVPD basis set

Geometry as ORCA input:
```
! RIJCOSX wB97M-V def2-TZVPD def2/J DEFGRID3
* xyz 0 2
Cl 4.45799 -2.81688 1.29712
H 3.46748 -2.18264 1.79742
C 0.09573 -0.04285 -1.21133
C 0.39616 1.31103 -0.46840
C -0.59835 0.30773 0.16407
C -2.16681 0.10182 -0.12698
H 0.99666 -0.79228 -1.25509
H 1.25915 1.61334 0.26435
H 0.12323 2.17776 -1.14653
H -0.47359 0.20020 1.29424
H -2.32747 0.04209 -1.26190
H -2.51294 -0.88636 0.33271
H -2.71725 0.96702 0.32030
*
```

Results
- Molar mass: 91.6 g/mol
- LUMO level (spin up / spin down): 0.67 / -0.95 eV
- HOMO (spin up / spin down): -9.81 / -9.61 eV

Version B
Molecular formula: C4H8Cl
Method: DFT, ωB97M-V with the def2-TZVPD basis set

Geometry as ORCA input:
```
! RIJCOSX wB97M-V def2-TZVPD def2/J DEFGRID3
* xyz 0 2
Cl 1.44854 -1.22402 -3.09824
H 0.73131 -0.75463 -4.01985
C -0.50116 0.77811 0.58142
H -0.39184 1.79858 0.19423
C -1.87265 0.23476 0.50159
C 0.55848 0.09213 1.14867
C 1.77494 -0.16676 0.54608
H -2.32730 0.67217 -0.40256
H -1.79283 -0.84825 0.36762
H -2.50934 0.42671 1.37106
H 0.41791 -0.38099 2.14657
H 2.04035 0.22525 -0.44208
H 2.42360 -0.85307 1.10550
*
```

Results
- Molar mass: 91.6 g/mol
- LUMO level (spin up / spin down): 0.90 / 0.28 eV
- HOMO (spin up / spin down): -7.30 / -9.60 eV

Tell me which of them is the most stable. Sure, it is version B.